[1]
Below is a gas-phase ion, C2H6N5 (charge +1), with properties calculated with ωB97M-V with the def2-TZVPD basis set.

Geometry (Å):
C 2.32646 1.28536 0.09827
C -0.32423 -0.31371 -0.04244
N 2.30668 0.10304 0.07885
N 0.56436 -1.19235 0.10201
N 1.87226 -1.11314 0.00011
N -0.61546 0.98473 -0.38569
N -1.65931 -1.12445 -0.01443
H 2.64788 2.19436 0.60576
H -1.54209 1.37111 -0.32622
H 0.08541 1.63516 -0.07752
H -1.79005 -1.37136 -0.94284
H -2.38684 -0.53446 0.41227
H -1.48507 -1.92428 0.49187

Output
F_max in eV/Å: 4.31
Lowest unoccupied orbital energy (spin up / spin down) in eV: -3.93 / -3.93
Total charge: +1
HOMO level (spin up / spin down) in eV: -12.43 / -12.43
Frontier orbital gap (spin up / spin down) in eV: 8.50 / 8.50
Energy above the lowest of the compared OMol25 structures with the same formula, charge and spin in eV: 5.231

[2]
Below is a gas-phase ion, C2H6N5O3 (charge -1), with properties calculated with ωB97M-V with the def2-TZVPD basis set.

Geometry (Å):
C -1.95732 -0.17095 0.46195
N -0.57260 0.00700 0.84198
N 0.13967 0.21651 -0.13257
O -0.30556 0.23186 -1.31186
C 1.61741 0.35631 0.13398
N 2.23337 1.03502 -1.03410
N 1.95294 0.99261 1.27949
N 2.22332 0.27188 2.35358
O 2.35484 -0.96399 2.36898
O 2.36977 0.88096 3.40446
H -2.15218 0.48873 -0.42795
H -2.58395 0.12544 1.29057
H -2.26929 -1.13420 0.02004
H 1.89267 -0.83543 0.11005
H 1.44015 1.13403 -1.73072
H 2.70720 1.90430 -0.87695

Output
F_max in eV/Å: 4.47
Lowest unoccupied orbital energy in eV: 3.68
Total charge: -1
HOMO level in eV: -4.71
Frontier orbital gap in eV: 8.39
SMILES: C/N=[N+](\[O-])[C@@H](N)N=[N+]([O-])[O-]
Energy above the lowest of the compared OMol25 structures with the same formula, charge and spin in eV: 1.615

[3]
Below is a molecular structure, C2H6N5S, with properties calculated with ωB97M-V with the def2-TZVPD basis set.

Geometry (Å):
C -0.77168 -1.60815 -1.30743
C 0.65654 0.84667 -0.02596
N 1.80024 0.56181 -0.44652
N -0.23139 -2.55186 -1.75570
N -0.04179 1.95196 -0.21681
N 0.11651 -0.14884 0.84071
N -0.34025 0.07531 2.04530
S -1.67289 -0.48088 -0.67086
H 2.19394 -0.38884 -0.13979
H -1.02612 1.84578 0.05606
H 0.35152 2.69425 -0.86115
H -0.56308 -0.68484 2.73749
H -0.73208 0.99116 2.25309
H 0.26053 -3.10355 -2.50844

Output
F_max in eV/Å: 3.92
Lowest unoccupied orbital energy (spin up / spin down) in eV: -5.88 / -5.88
Total charge: +1
HOMO level (spin up / spin down) in eV: -13.85 / -13.85
Frontier orbital gap (spin up / spin down) in eV: 7.97 / 7.97
Energy above the lowest of the compared OMol25 structures with the same formula, charge and spin in eV: 2.883

[4]
Below is C2H6N6 in the gas phase, with properties calculated with ωB97M-V with the def2-TZVPD basis set.

Geometry (Å):
N -2.67646 -0.40504 -0.06902
N -1.73176 0.67544 -0.07079
C -0.41746 0.28812 -0.01213
N -0.16520 -1.03256 -0.08855
N 1.11618 -1.42157 0.14463
C 1.97736 -0.55262 -0.07612
N 1.80099 0.86910 -0.18509
N 0.51837 1.35557 0.26645
H -2.76941 -0.66200 0.94296
H -2.20339 -1.25290 -0.45146
H -2.04767 1.61612 -0.49628
H 3.03263 -0.88883 0.14870
H 1.90538 1.32552 -1.04486
H 0.68823 1.16255 1.44708

Output
F_max in eV/Å: 5.64
Lowest unoccupied orbital energy in eV: 0.69
HOMO level in eV: -8.60
Frontier orbital gap in eV: 9.28
SMILES: NNC1=NN=CNN1
Energy above the lowest of the compared OMol25 structures with the same formula, charge and spin in eV: 2.736

[5]
Below is a molecular structure, C2H6N6O2S, with properties calculated with ωB97M-V with the def2-TZVPD basis set.

Geometry (Å):
C -1.80004 -1.86060 -0.41637
C -1.42436 0.09176 0.04117
N -0.87439 -1.10094 0.22692
N -2.85274 -1.24979 -0.83842
N -2.61717 0.04920 -0.58352
N 2.55545 1.99235 0.53987
N -0.90659 1.32058 0.43649
N 1.93280 1.12283 1.04388
O 1.63854 -1.11466 -0.57833
O 3.89734 -0.36914 0.17126
S 2.60673 -0.71458 0.68581
H -1.75474 -2.95391 -0.61256
H -3.29859 0.87544 -0.67576
H 0.67511 -1.20439 -0.14056
H 3.39074 1.86345 -0.06233
H -1.08269 2.06010 -0.19232
H -0.08541 1.19230 0.95480

Output
F_max in eV/Å: 3.28
Lowest unoccupied orbital energy in eV: 0.47
HOMO level in eV: -8.39
Frontier orbital gap in eV: 8.86
Energy above the lowest of the compared OMol25 structures with the same formula, charge and spin in eV: 0.000

[6]
Below is a gas-phase ion, C2H6NO (charge -1), with properties calculated with ωB97M-V with the def2-TZVPD basis set.

Geometry (Å):
N -0.81248 0.50750 1.44760
C 0.07268 -0.36481 0.63921
C -0.10681 -0.25109 -0.92627
O 0.95523 0.28439 -1.53495
H -0.32152 0.85220 2.26091
H -1.67857 0.07569 1.73879
H 1.05511 0.09414 0.72461
H -0.09549 -1.41237 0.91560
H -0.32793 -1.29954 -1.28822
H -1.07295 0.28033 -1.06553

Output
F_max in eV/Å: 1.33
Lowest unoccupied orbital energy in eV: 4.59
Total charge: -1
HOMO level in eV: -1.89
Frontier orbital gap in eV: 6.48
SMILES: NCC[O-]
Energy above the lowest of the compared OMol25 structures with the same formula, charge and spin in eV: 0.646

[7]
Below is 2 unconnected molecules or ions with the total composition C2H6NO2, with properties calculated with ωB97M-V with the def2-TZVPD basis set.

Geometry (Å):
C -1.92655 0.46937 -1.20694
O -0.90084 1.45081 -1.33942
H -1.94538 -0.14560 -2.10291
H -1.70718 -0.07770 -0.27912
H -2.91187 0.90162 -0.97151
C 1.65103 -0.51017 1.17254
N 2.17513 -1.69950 1.32028
O 0.74474 -0.13355 0.39180
H 1.96774 0.22847 1.95773
H -0.20446 1.11155 -0.74752
H 3.05763 -1.59530 1.80506

Output
F_max in eV/Å: 1.32
Lowest unoccupied orbital energy in eV: 4.21
Total charge: -1
HOMO level in eV: -3.50
Frontier orbital gap in eV: 7.71
Energy above the lowest of the compared OMol25 structures with the same formula, charge and spin in eV: 1.557

[8]
Below is 2 unconnected molecules or ions with the total composition C2H6NO2, with properties calculated with ωB97M-V with the def2-TZVPD basis set.

Geometry (Å):
C 1.24308 -0.32959 -0.08499
N 1.03126 1.01211 -0.19264
O 1.30061 -1.16921 -1.02090
H 1.30228 -0.68177 0.97231
H -0.29846 1.00003 0.54200
H 1.51346 1.33966 -1.06389
C -1.94749 -0.23542 0.28014
O -1.17608 0.68593 0.95647
H -2.93739 0.18052 0.01347
H -1.44416 -0.52762 -0.64364
H -2.12427 -1.13926 0.87281

Output
F_max in eV/Å: 3.28
Lowest unoccupied orbital energy (spin up / spin down) in eV: 0.75 / -3.36
Multiplicity: 2
HOMO level (spin up / spin down) in eV: -9.89 / -9.86
Frontier orbital gap (spin up / spin down) in eV: 10.65 / 6.51
Energy above the lowest of the compared OMol25 structures with the same formula, charge and spin in eV: 1.567